Arrangement one

Formula: C5H3NO
Source: the Open Molecules 2025 dataset
Level of theory: ωB97M-V/def2-TZVPD

```
10
Properties=species:S:1:pos:R:3
N 0.9515 0.9842 1.9286
C 1.0570 0.3389 0.9772
C 1.3631 -0.4924 -0.0863
C 0.9432 -1.7114 -0.2407
O 0.8108 -2.8447 -0.1624
H 2.0886 -0.1210 -0.9342
C -1.6163 0.9324 -0.9277
C -1.9629 0.9510 0.2206
H -1.4320 0.4980 -1.9005
H -2.2029 1.4650 1.1254
```

Calculated values
HOMO energy = -9.866 eV
LUMO energy = 0.152 eV
gap between HOMO and LUMO = 10.0 eV
SMILES string = N#CC=C=O.C#C
molar mass = 93.08 g mol⁻¹


Arrangement two

Formula: C5H3NO
Source: the Open Molecules 2025 dataset
Level of theory: ωB97M-V/def2-TZVPD

```
10
Properties=species:S:1:pos:R:3
N -4.0800 -0.6749 0.0088
C -3.0259 -0.2269 -0.1393
C -1.7216 0.1588 -0.0506
C -0.5761 0.5048 -0.0809
C 0.9255 0.6293 -0.0059
C 1.7697 -0.5775 0.0056
O 2.9890 -0.6864 -0.1102
H 1.1573 1.1662 0.9169
H 1.3959 1.1584 -0.7667
H 1.1662 -1.4518 0.2223
```

Calculated values
HOMO energy = -10.637 eV
LUMO energy = 0.278 eV
gap between HOMO and LUMO = 10.9 eV
SMILES string = N#CC#CCC=O
molar mass = 93.08 g mol⁻¹


Arrangement three

Formula: C5H3NO
Source: the Open Molecules 2025 dataset
Level of theory: ωB97M-V/def2-TZVPD

```
10
Properties=species:S:1:pos:R:3
C 2.1915 -0.2884 0.1829
C 1.8525 1.0024 0.3039
C 1.1068 -1.0580 -0.1656
C -0.7962 0.2202 -0.1824
C -2.1224 0.1821 -0.0022
N -0.0861 -1.0318 -0.2560
O -0.0310 1.2331 -0.3317
H 3.2072 -0.5985 0.3434
H -2.6654 1.0749 0.2371
H -2.6570 -0.7360 -0.1295
```

Calculated values
HOMO energy (spin up / spin down) = -8.627 / -8.621 eV
LUMO energy (spin up / spin down) = -2.052 / -2.059 eV
gap between HOMO and LUMO (spin up / spin down) = 6.6 / 6.6 eV
molar mass = 93.08 g mol⁻¹


Arrangement four

Formula: C5H3NO
Source: the Open Molecules 2025 dataset
Level of theory: ωB97M-V/def2-TZVPD

```
10
Properties=species:S:1:pos:R:3
C 2.4297 -0.2598 0.5703
C 1.2359 -0.4067 0.5249
C -0.1407 -0.6199 0.3363
C -0.9806 0.2009 -0.3379
O -1.9638 -0.4246 -1.0147
C -0.9615 1.6360 -0.3065
N -0.9652 2.7822 -0.1393
H 3.4800 -0.1038 0.6347
H -0.6153 -1.5048 0.7587
H -1.5186 -1.2994 -1.0266
```

Calculated values
HOMO energy = -9.067 eV
LUMO energy = -0.674 eV
gap between HOMO and LUMO = 8.4 eV
SMILES string = C#C/C=C(/O)C#N
molar mass = 93.08 g mol⁻¹


Which structure wins on stability? arrangement two wins.


Arrangement one

Formula: C14H42O7
Source: the Open Molecules 2025 dataset
Level of theory: ωB97M-V/def2-TZVPD

```
63
Properties=species:S:1:pos:R:3
C -11.1072 11.9087 5.4884
C -11.1150 10.4251 5.3536
O -9.7787 9.8030 5.3951
H -10.9094 12.3972 4.5343
H -10.4383 12.2544 6.2765
H -12.0919 12.2117 5.8444
H -11.6573 10.1194 4.4588
H -11.5898 10.0254 6.2496
H -9.1826 10.3456 4.8737
C -9.7188 11.2147 0.4816
C -8.6610 10.1031 0.5035
O -7.3525 10.6004 0.9858
H -10.0406 11.5334 1.4730
H -10.5697 10.6752 0.0657
H -9.5517 12.0638 -0.1812
H -8.4447 9.6473 -0.4628
H -9.1252 9.3214 1.1048
H -6.6927 9.9033 1.0024
C -7.0633 11.4392 5.7997
C -6.8037 11.4417 4.3594
O -8.1006 11.3872 3.7429
H -6.1107 11.7193 6.2496
H -7.3377 10.4201 6.0722
H -7.7773 12.1755 6.1687
H -6.1517 10.6188 4.0664
H -6.2299 12.2912 3.9890
H -7.8827 11.3898 2.8080
C -6.8291 14.0086 0.2319
C -5.2634 14.0669 0.1722
O -5.0534 15.2885 -0.5159
H -7.2201 13.0026 0.3841
H -7.3564 14.3982 -0.6390
H -7.2104 14.5533 1.0956
H -4.7821 13.2014 -0.2833
H -4.9077 14.1219 1.2010
H -5.5552 15.8477 0.0817
C -5.6987 11.9655 9.6387
C -4.7347 13.1335 9.4046
O -3.4700 12.5861 9.4857
H -6.7102 12.2266 9.3276
H -5.7255 11.6691 10.6873
H -5.4246 11.1051 9.0282
H -4.8435 13.8793 10.1920
H -4.8870 13.7621 8.5272
H -3.0304 13.0521 10.2006
C -2.7540 10.3431 4.6521
C -3.0783 9.7289 3.3245
O -4.0651 8.7110 3.4420
H -2.5834 9.5878 5.4192
H -3.6751 10.8697 4.9017
H -1.9565 11.0854 4.6189
H -2.1758 9.3416 2.8516
H -3.3717 10.4495 2.5612
H -4.6588 8.7128 2.6876
C -7.8717 9.0460 10.5791
C -8.1150 8.7623 8.9946
O -9.3495 9.4004 8.5421
H -7.7967 10.1245 10.7179
H -6.9384 8.6191 10.9463
H -8.6903 8.6396 11.1732
H -8.0736 7.6799 8.8731
H -7.3272 9.2528 8.4228
H -9.4319 9.3875 7.5857
```

Calculated values
HOMO energy = -9.778 eV
LUMO energy = 0.085 eV
gap between HOMO and LUMO = 9.9 eV
SMILES string = CCO.CCO.CCO.CCO.CCO.CCO.CCO
molar mass = 322.48 g mol⁻¹


Arrangement two

Formula: C14H42O7
Source: the Open Molecules 2025 dataset
Level of theory: ωB97M-V/def2-TZVPD

```
63
Properties=species:S:1:pos:R:3
C -0.0753 -3.5476 -2.8261
C -0.6272 -4.2212 -1.5812
O -1.4811 -5.3069 -1.8849
H -0.9183 -3.2038 -3.4293
H 0.5240 -4.2288 -3.4323
H 0.5500 -2.6843 -2.5941
H -1.2180 -3.5223 -0.9922
H 0.2033 -4.5868 -0.9596
H -0.9704 -5.9559 -2.3790
C 2.4879 3.2374 0.3013
C 2.6650 2.1024 -0.6835
O 1.9380 2.3316 -1.8783
H 1.4286 3.3600 0.5349
H 2.8717 4.1766 -0.0999
H 3.0137 3.0282 1.2368
H 2.3485 1.1663 -0.2002
H 3.7248 1.9486 -0.9233
H 1.2028 1.7042 -1.8622
C 1.7936 -0.9559 2.3252
C 3.0270 -1.1830 1.4931
O 3.9963 -0.2066 1.8809
H 2.0127 -1.0454 3.3885
H 1.0398 -1.6838 2.0227
H 1.4065 0.0543 2.1739
H 2.8040 -1.0322 0.4319
H 3.4080 -2.1962 1.6555
H 4.7335 -0.2415 1.2648
C -5.1517 -0.0028 3.0030
C -4.2112 0.1083 4.1778
O -4.7456 0.8859 5.2399
H -5.3168 0.9801 2.5652
H -6.0655 -0.5468 3.2245
H -4.6399 -0.5792 2.2169
H -3.2920 0.6110 3.8663
H -3.8819 -0.8730 4.5388
H -5.1640 0.2988 5.8734
C -0.9563 3.6249 2.3684
C -1.3336 2.2808 1.7971
O -2.1606 2.4119 0.6291
H -0.6751 4.3130 1.5689
H -0.1225 3.5595 3.0684
H -1.7961 4.0790 2.9029
H -1.8768 1.6967 2.5500
H -0.4572 1.6873 1.5412
H -2.9302 2.9274 0.8877
C -1.3561 -1.0362 -0.0905
C -0.9279 -0.3871 -1.3885
O -0.5135 0.9639 -1.1969
H -0.6270 -0.8862 0.7067
H -1.5082 -2.1091 -0.2276
H -2.2932 -0.5929 0.2592
H -1.7488 -0.4452 -2.1144
H -0.0718 -0.8922 -1.8417
H -1.1446 1.4045 -0.6111
C 2.7247 0.8274 -4.5026
C 2.4038 -0.5025 -3.8546
O 1.9701 -1.5110 -4.7429
H 1.8429 1.4616 -4.6096
H 3.1874 0.7175 -5.4837
H 3.3815 1.4224 -3.8644
H 1.5972 -0.3521 -3.1307
H 3.2582 -0.8256 -3.2453
H 2.7131 -2.0275 -5.0642
```

Calculated values
HOMO energy = -9.742 eV
LUMO energy = 0.557 eV
gap between HOMO and LUMO = 10.3 eV
SMILES string = CCO.CCO.CCO.CCO.CCO.CCO.CCO
molar mass = 322.48 g mol⁻¹


Which structure wins on stability? arrangement two wins.